Entry 1:
ORCA calculation (ωB97M-V with the def2-TZVPD basis set) on a structure of composition C48H34EuF21GeN7O9S in a non-equilibrium geometry.

Output
HOMO (spin up / spin down) = -4.98 / -4.98 eV
⟨S²⟩ = 12.009
Total charge = -1
Orbital gap (spin up / spin down) = 0.2333 / 0.2424 Ha
Spin multiplicity = 7

Each line ends with the Löwdin spin population.
Element x y z (Å)
Eu (-16.0906, -13.6070, 8.7280)  6.050
O (-16.1656, -13.2750, 11.0152)  -0.009
C (-12.3150, -16.5874, 5.7676)  0.000
F (-21.2998, -15.5677, 8.2653)  0.000
C (-10.5887, -21.2247, 10.0585)  0.000
H (-17.8019, -19.8871, 13.8171)  0.000
F (-19.5472, -15.8985, 9.5329)  0.000
H (-15.4144, -9.6077, 6.2839)  0.000
C (-11.2462, -18.0313, 11.9400)  0.000
C (-16.0527, -18.5398, 6.0786)  0.000
C (-19.9692, -15.3940, 8.3557)  0.000
F (-12.3209, -20.5226, 13.3424)  0.000
H (-11.2137, -14.8844, 6.1828)  0.000
H (-19.5856, -12.3653, 6.5566)  0.000
C (-9.0282, -17.7024, 12.7577)  0.000
H (-15.9649, -15.1108, 14.1200)  0.000
H (-18.5132, -8.7791, 8.8373)  0.000
H (-17.4269, -9.7380, 7.7660)  0.000
C (-12.8211, -13.6207, 8.0858)  0.000
F (-9.6080, -23.3981, 9.9913)  0.000
F (-14.3989, -21.8355, 14.4374)  0.000
C (-11.2687, -20.1701, 9.4429)  0.000
F (-7.7317, -17.3021, 12.4526)  0.000
C (-13.4831, -20.5614, 12.6436)  0.000
C (-14.9912, -10.2592, 5.5618)  0.000
H (-16.3758, -9.5031, 3.6270)  0.000
H (-19.3073, -19.0606, 13.4181)  0.000
C (-10.1683, -22.3410, 9.3972)  0.000
H (-17.4870, -13.2565, 2.4163)  0.000
C (-13.5975, -20.1063, 11.3286)  0.000
H (-15.1572, -20.1841, 4.8943)  0.000
C (-15.6884, -12.3122, 11.6595)  0.000
C (-13.7554, -18.5468, 5.3128)  0.000
H (-15.6268, -10.8764, 2.8649)  0.000
N (-14.3126, -15.4586, 7.2288)  -0.004
C (-11.1854, -20.1355, 8.0481)  0.000
F (-21.2952, -12.9224, 9.4915)  0.000
C (-13.1266, -14.8863, 7.2451)  0.000
C (-15.1918, -9.2911, 12.9260)  0.000
F (-11.4597, -18.9352, 7.4299)  0.000
H (-17.9295, -10.9549, 2.0297)  0.000
C (-15.0168, -19.1753, 5.3904)  0.000
N (-16.0029, -11.0799, 4.8711)  0.000
C (-13.5697, -17.2393, 5.8336)  0.000
C (-10.2847, -22.3538, 8.0427)  0.000
F (-17.1890, -20.8623, 10.8259)  0.000
C (-11.7743, -17.6063, 13.1270)  0.000
H (-20.0300, -14.0755, 6.1929)  0.000
F (-14.9615, -19.7688, 9.4076)  0.000
F (-13.1050, -17.5453, 13.3751)  0.000
C (-15.9140, -17.2616, 6.6491)  0.000
C (-10.7741, -21.2267, 7.3067)  0.000
F (-19.4651, -13.5491, 10.5012)  0.000
N (-16.2968, -8.8600, 10.7542)  0.000
O (-14.5033, -10.1444, 13.6943)  0.000
N (-16.4376, -16.4413, 12.4796)  0.000
C (-17.3127, -17.4496, 12.4228)  0.000
H (-14.4803, -9.5585, 4.7710)  0.000
C (-9.5594, -17.5235, 14.0434)  0.000
C (-14.8124, -20.2113, 10.6722)  0.000
H (-14.7709, -11.1368, 13.4731)  0.000
Ge (-12.3083, -18.8636, 10.5108)  0.000
C (-19.5181, -13.8876, 8.1646)  -0.001
C (-15.7357, -9.7779, 11.6618)  0.000
C (-10.9126, -17.4345, 14.2235)  0.000
F (-8.6732, -17.2069, 15.0569)  0.000
F (-19.4302, -11.7085, 9.3494)  0.000
F (-10.3170, -21.1632, 11.3648)  0.000
H (-16.1898, -15.8476, 10.8073)  0.000
C (-18.4477, -19.0176, 14.0687)  0.000
O (-18.1505, -13.8990, 8.0976)  -0.014
N (-16.4480, -10.8598, 9.8403)  -0.003
C (-17.8236, -11.1410, 3.1197)  0.000
C (-15.8055, -11.0288, 11.0317)  0.000
O (-11.6314, -13.2709, 7.9487)  0.000
H (-11.4565, -17.0230, 5.3150)  0.000
O (-13.7987, -13.0597, 8.6647)  -0.009
C (-14.6194, -16.6322, 6.5206)  0.000
C (-16.4184, -10.6065, 3.6017)  0.000
H (-18.6708, -10.5992, 3.5844)  0.000
H (-12.8456, -18.9798, 4.9876)  0.000
F (-9.9019, -23.4759, 7.3718)  0.000
H (-18.7935, -19.1438, 15.1764)  0.000
H (-18.9511, -13.0520, 3.3423)  0.000
H (-16.6538, -16.8075, 7.3316)  0.000
O (-15.9983, -15.8947, 9.7829)  -0.007
F (-16.7202, -22.2070, 13.0316)  0.000
H (-16.1652, -14.9705, 4.7206)  0.000
N (-17.1330, -13.1072, 4.4740)  0.000
H (-15.0700, -16.2703, 9.7245)  0.000
C (-17.9005, -12.6917, 3.2916)  0.000
H (-17.0100, -19.0872, 6.2404)  0.000
C (-15.9121, -20.8443, 11.2802)  0.000
C (-15.7092, -21.4411, 12.5246)  0.000
O (-15.3740, -8.0920, 13.1510)  0.000
C (-17.1718, -14.5268, 4.7252)  0.000
F (-9.3468, -18.0646, 10.4808)  0.000
C (-9.8940, -17.9627, 11.7089)  0.000
O (-15.1438, -12.3986, 12.7966)  -0.001
H (-17.6299, -17.9472, 11.4869)  0.000
H (-14.2221, -10.8658, 5.9364)  0.000
H (-17.5228, -16.8697, 15.5991)  0.000
H (-17.0402, -8.0126, 8.1630)  0.000
S (-13.1295, -17.0354, 9.7809)  0.000
F (-10.6887, -21.2319, 6.0009)  0.000
C (-17.3150, -16.8462, 14.5333)  0.000
C (-16.4846, -15.9793, 13.7786)  0.000
C (-16.7036, -9.5494, 9.6752)  0.000
C (-17.4722, -8.9516, 8.5629)  0.000
F (-19.3447, -16.1416, 7.3654)  0.000
C (-12.1051, -15.4201, 6.4049)  0.000
H (-21.1685, -13.0206, 7.0005)  0.000
H (-17.5650, -14.7862, 5.6995)  0.000
C (-14.5497, -21.2495, 13.2255)  0.000
C (-19.9410, -12.9730, 9.3977)  0.000
N (-17.8373, -17.7304, 13.6662)  0.000
F (-11.4301, -16.8588, 15.3831)  0.000
C (-16.3973, -12.3072, 5.3462)  0.000
O (-16.0415, -12.6486, 6.4758)  -0.004
C (-20.1319, -13.2763, 6.8913)  -0.001
H (-16.5554, -7.9248, 11.0627)  0.000
H (-17.6698, -15.0190, 3.8715)  0.000


Entry 2:
ORCA calculation (ωB97M-V with the def2-TZVPD basis set) on a structure of composition C48H35N8NaO2.

Output
Relative energy (zero: lowest compared OMol25 entry of this formula, charge and spin) = 2.434 eV
HOMO = 0.13 eV
Total charge = -2
Orbital gap = 0.1300 Ha

Each line ends with the Löwdin charge.
Element x y z (Å)
H (-3.7307, 0.8463, 4.8102)  0.089
H (-5.9990, -4.0509, -1.6211)  0.065
H (-0.1696, -0.7228, -4.0858)  0.118
H (4.8026, 2.0944, -0.0234)  0.092
H (4.0856, 4.5917, 3.3924)  0.088
H (1.5554, -1.7677, -0.1652)  0.088
C (1.8834, 3.3310, 1.1486)  -0.233
N (-1.0613, -1.7738, 1.1148)  0.102
H (-0.7806, -5.3536, -0.5237)  0.093
C (-3.5985, 5.7404, -1.5616)  -0.131
H (2.2461, -2.1162, 4.7262)  0.098
C (-4.9996, -3.8016, -1.2847)  -0.167
C (1.3313, 1.0122, 3.8692)  -0.147
C (-2.3454, 0.3163, 1.7935)  -0.095
C (2.7765, 2.6192, 0.3205)  -0.171
H (-5.1335, 5.3963, -3.0511)  0.087
C (-2.5621, 0.1551, 3.1511)  -0.019
C (1.7948, -1.2998, 4.1742)  -0.082
C (2.5657, -4.9305, -0.8399)  -0.146
C (-4.0835, 1.9829, 1.6277)  -0.021
C (3.4689, -0.7868, -2.6563)  -0.119
C (-3.5407, 0.9420, 3.7471)  -0.096
C (0.8586, -0.7452, -3.7436)  0.013
C (-3.0989, 1.2056, 1.0425)  -0.089
H (-3.4255, -2.0232, 1.1333)  0.085
H (-1.9866, -0.5656, 3.7204)  0.111
C (-3.3519, 2.9661, -1.4498)  -0.384
C (1.2927, 0.4208, -2.9783)  -0.363
C (3.0242, -1.8268, -3.5012)  -0.190
N (-2.5536, 3.7579, -0.6784)  0.098
C (-3.8642, -4.2609, -1.9603)  -0.146
C (3.8760, -2.8943, -3.8188)  -0.062
C (-1.4349, -0.3740, 0.8347)  -0.390
N (2.2025, 1.9167, -0.7614)  0.045
C (2.5670, 0.2919, -2.3045)  -0.152
H (-4.6723, 2.6712, 1.0339)  0.109
C (-2.3384, -3.1125, -0.4075)  -0.186
C (-4.7876, -2.9844, -0.1782)  -0.138
C (-0.3693, 3.8355, 1.7243)  -0.069
C (2.3637, 4.0311, 2.2476)  -0.051
H (1.4161, 2.0522, 4.1743)  0.094
H (0.9822, -2.5455, 2.6010)  0.112
N (3.0017, 1.0903, -1.2957)  0.080
H (3.5672, -3.0441, -0.5980)  0.088
H (-3.6490, 6.8204, -1.5749)  0.072
C (2.6160, -3.5670, -0.5649)  -0.117
C (-4.2893, 1.8482, 2.9962)  -0.099
C (1.9168, 0.0146, 4.6227)  -0.094
H (-1.7503, -4.2754, -2.1421)  0.092
H (-1.3444, 3.6675, 1.2757)  0.059
C (0.1655, -4.8290, -0.5583)  -0.072
O (0.5693, 3.2758, 0.8120)  -0.108
H (2.4629, 0.2600, 5.5250)  0.086
H (-5.6373, -2.5892, 0.3727)  0.084
O (0.5701, 1.4380, -2.9413)  -0.050
C (1.4682, -2.8360, -0.3072)  -0.049
N (0.6485, 0.7925, 2.7425)  0.161
Na (-0.1468, 1.7302, -0.9787)  0.365
H (-5.0477, 2.4469, 3.4883)  0.088
H (6.6233, -1.9462, -2.1050)  0.087
H (5.6739, 3.3593, 1.9380)  0.087
H (3.4687, -5.4859, -1.0692)  0.075
C (1.1024, -1.5520, 3.0115)  0.003
H (1.2351, -6.6117, -1.0311)  0.082
H (-0.3060, 3.3236, 2.6879)  0.084
C (3.7269, 4.0416, 2.5303)  -0.120
C (1.3161, -5.5455, -0.8352)  -0.133
C (-1.0407, -2.7246, 0.0055)  -0.194
C (0.5426, -0.4637, 2.3285)  -0.291
H (-2.0305, 5.6561, -0.1081)  0.092
H (-0.1952, 4.9088, 1.8497)  0.088
H (5.1436, -0.0885, -1.5027)  0.089
C (-4.2968, 3.5778, -2.3362)  -0.040
N (-1.7130, 0.1270, -0.4704)  0.175
C (-2.5900, -3.9363, -1.5488)  -0.075
H (5.8088, -3.7829, -3.5787)  0.084
H (1.3057, -2.6510, -4.5344)  0.109
N (-0.0544, -0.7007, 1.0813)  0.097
H (3.4870, -3.6938, -4.4406)  0.105
N (-3.2133, 1.6415, -1.4426)  0.136
C (1.6686, -1.7903, -3.9813)  -0.029
C (5.6138, -1.9166, -2.5015)  -0.119
H (-3.9780, -4.8741, -2.8508)  0.081
C (0.1795, -3.4335, -0.2887)  -0.171
H (1.6801, 4.5621, 2.8956)  0.095
C (-2.6995, 5.0810, -0.7486)  -0.185
C (5.1625, -2.9483, -3.3350)  -0.124
C (4.1344, 2.6487, 0.6208)  -0.029
C (4.7899, -0.8674, -2.1639)  -0.047
C (-2.6524, 1.0306, -0.3833)  -0.334
C (4.6124, 3.3539, 1.7192)  -0.119
H (-4.9030, 2.9274, -2.9529)  0.095
C (-4.4127, 4.9385, -2.3812)  -0.127
C (-3.5164, -2.6491, 0.2545)  -0.050


DFT total energy / eV: -222939.198; -70776.519